Entry from the Open Molecules 2025 dataset: C54H54BrFN9O4RhSb as an isolated structure at a distorted geometry (ωB97M-V/def2-TZVPD).

## Properties
Total charge: +3
Energy above the lowest of the compared OMol25 structures with the same formula, charge and spin, kJ/mol: 75.7
Kohn-Sham gap (alpha / beta), eV: 7.6686 / 5.1417
⟨S²⟩: 6.0112
HOMO (alpha / beta), eV: -14.0891 / -14.0908
Spin multiplicity: 5
DFT total energy, hartree: -5907.66841
F_max, eV Å⁻¹: 1.93
Lowest unoccupied orbital energy (alpha / beta), eV: -6.42 / -8.95

```
125
Properties=species:S:1:pos:R:3:forces:R:3:mulliken_charge:R:1
C 2.6299 -0.8009 0.6972 0.1 0.0 -0.2 0.6042
C -0.8757 -2.8581 5.1317 -0.1 0.2 -0.3 0.8701
H -1.8433 -3.9381 -3.6046 0.0 0.1 0.0 0.2657
C -2.2634 0.1670 -3.7366 0.0 0.0 0.0 -0.9203
H -0.2213 -6.7588 -2.8472 0.0 0.0 0.0 0.4640
H 0.4257 6.5889 -0.7639 0.0 0.0 0.0 0.9470
N -1.2990 4.6638 -0.3073 -0.2 -0.1 0.2 0.2598
C 5.1378 -0.6615 0.7487 0.3 -0.1 0.0 -1.2528
H 1.8316 9.0855 -2.0964 0.1 0.0 -0.1 0.4291
H -2.1550 -0.4396 3.1324 0.0 0.0 0.0 0.5168
N -0.8692 -1.9234 2.5165 0.3 0.0 -0.3 0.8438
C 2.0018 3.1027 -0.6453 0.1 0.0 -0.1 -0.6182
H -1.6945 -7.5073 1.1030 0.0 0.0 0.0 0.5277
N 3.8482 -0.9243 0.1247 -0.2 -0.1 0.0 0.2839
C -1.9336 5.9640 -0.4233 0.0 0.2 -0.1 -0.2997
H -7.3609 -4.3489 1.1472 0.0 0.0 0.0 0.4931
N 7.0382 -2.0379 0.2000 0.0 0.1 -0.1 -0.6586
H 1.8361 -2.1901 -2.0781 0.0 0.0 0.0 0.5278
C -2.0131 -5.5358 0.3299 -0.1 0.1 0.0 -0.4965
H -1.3598 -2.8633 6.9884 0.0 0.1 0.0 0.3369
H -1.5725 0.9658 -3.9718 0.0 0.0 0.0 0.5223
H 2.4573 2.1208 -0.6508 0.0 0.0 0.0 0.8130
H -3.3017 5.6169 1.2944 0.0 0.0 0.0 0.3558
F 4.1149 3.9757 -0.9893 0.0 0.2 0.0 -0.3546
C -0.7304 -6.4103 -1.9567 0.0 0.0 -0.1 -0.8565
Sb -2.5646 -2.6773 -0.4785 -1.5 -0.9 -0.8 1.3180
Rh -0.3829 -1.2127 0.4168 0.3 1.4 0.3 0.6817
H 3.3971 8.1525 0.3487 0.0 0.0 0.0 0.3157
H 0.4087 -4.4211 4.3858 0.0 0.0 0.0 0.5934
C 4.5966 -3.3705 2.5126 -0.1 0.1 0.0 -0.1441
H 4.9682 -0.1682 1.7048 -0.1 0.0 0.0 0.5756
C -2.5619 1.2138 0.3503 -0.3 0.9 -0.3 -0.2253
C -2.0824 -0.6131 -2.6091 0.0 -0.1 0.1 -0.7540
C -4.4893 -2.7272 0.5150 0.5 0.0 0.0 0.7403
N 3.8764 8.7345 -2.4935 0.0 0.0 -0.1 -0.0911
C -6.6381 -3.5415 1.1340 0.1 -0.1 -0.1 -0.6719
C 2.3621 -1.7428 -1.2517 0.0 -0.1 -0.1 -1.1432
C -2.0574 3.5790 -0.0759 0.1 0.1 -0.1 -0.4290
H -3.1217 3.7354 0.0334 0.0 0.0 0.0 0.9391
H -5.7674 -2.6932 -2.0779 0.0 0.0 0.0 0.2955
H -4.9492 -5.8790 0.7600 0.0 0.0 0.0 0.4535
H -2.5086 -5.1836 1.2296 0.0 0.0 0.0 0.7383
C 0.6243 3.2239 -0.4429 0.0 0.0 0.0 0.7542
H 4.2314 9.6014 -2.8987 0.0 0.0 0.0 0.3595
C -0.1950 2.0405 -0.2035 -0.5 0.5 -0.1 0.7637
H -4.1330 -0.6537 0.9871 -0.1 0.0 0.0 0.2535
H -3.8690 6.8916 0.1394 0.0 0.0 -0.1 0.2751
H 3.9385 -4.9739 3.7504 0.0 0.0 0.0 0.4337
H -1.0784 6.7068 1.4849 0.0 0.0 0.0 0.2146
C -0.1893 -3.0183 2.8692 0.0 0.0 0.0 -0.1573
H 3.5122 8.1722 -3.2643 0.0 0.0 0.0 0.3880
C -4.8237 -1.4820 1.0440 0.0 0.2 0.0 -0.5232
C -6.0658 -1.2643 1.6130 0.0 -0.1 0.0 -1.0486
H 5.1006 6.1839 -0.6672 0.0 0.0 0.0 0.3862
H 7.6272 -5.7494 1.6965 0.0 0.0 0.0 0.4455
C -5.1939 -5.1685 -0.0323 0.0 0.0 0.1 -1.6246
C -1.8580 -4.6839 -0.7624 0.0 0.5 0.1 0.9700
H -7.9524 -2.1606 2.1035 0.0 0.0 0.0 0.4083
C -1.6214 -1.7292 4.7678 0.0 0.0 0.0 -0.8546
H 2.9382 9.9986 -1.0628 0.1 0.0 -0.1 0.3789
H 5.7409 -0.0197 0.1087 0.0 0.1 0.0 0.3554
H -0.5684 -8.2972 -0.9601 0.0 0.0 0.0 0.4489
Br 0.7475 -3.8357 1.4379 0.0 -0.2 0.3 -0.0343
H -0.4973 -3.2122 -2.7224 0.0 0.0 -0.1 -0.0883
C 4.7059 -4.6278 3.0691 -0.1 0.1 0.0 -0.7560
H 4.5236 -1.7339 -1.7556 0.0 0.0 0.1 0.5561
C -5.3978 -3.7946 0.5427 0.0 0.0 0.0 0.8859
H -4.4052 -5.2139 -0.7732 0.1 0.0 -0.1 0.0361
C 2.3747 -0.1443 2.0117 0.1 -0.1 -0.1 -1.5658
H 1.3034 -0.0983 2.1920 0.0 0.0 0.1 -0.0369
C 0.8944 5.6192 -0.7017 -0.1 0.2 -0.1 -0.6314
H -6.1179 -5.5098 -0.4979 0.0 0.0 0.0 0.5481
N 5.8877 -1.8657 0.9103 -0.3 0.0 0.3 0.7191
H 1.7125 7.9040 -0.0340 0.0 0.0 0.0 0.4723
C 2.7053 7.9277 -0.4707 0.1 0.0 0.0 -0.7225
C 3.6904 -1.5231 -1.1065 0.0 0.0 -0.1 -1.1160
N 7.5186 -3.1803 0.4509 0.3 -0.1 -0.1 -0.5027
C 2.7907 4.1986 -0.8386 0.0 -0.2 0.0 0.1553
C -5.0619 -3.0036 -2.8507 0.0 0.1 0.0 -1.0270
C -4.0706 -1.9108 -3.1295 0.0 -0.1 0.0 0.6612
H 5.3020 8.5365 -0.9656 -0.1 0.1 0.0 0.3773
C -2.9745 -1.6408 -2.3088 0.3 0.0 0.4 0.8796
C 4.4601 6.5746 -1.4618 -0.1 0.0 0.0 -0.6734
H -2.2199 -1.1947 5.4936 0.0 0.0 0.0 0.3965
H -6.3174 -0.2855 1.9977 0.0 0.0 0.0 0.5266
C -1.5738 2.3068 0.0199 0.2 -0.7 0.0 -0.1249
H 5.8172 7.8793 -2.5178 0.0 0.1 0.0 0.4168
C 2.7589 9.0322 -1.5305 -0.3 0.0 0.4 -0.7517
H -5.6329 -3.2359 -3.7473 0.0 -0.1 0.0 0.5247
H 5.8253 -6.4499 3.2570 0.0 0.0 0.0 0.4058
C -3.0328 6.3274 0.5249 0.0 -0.1 0.1 -0.9840
C 4.9765 7.9673 -1.8335 0.2 -0.3 0.1 -0.8765
O -2.0745 0.0967 0.7852 0.4 -0.8 0.2 0.3303
H 4.5526 5.9138 -2.3220 0.0 0.0 0.0 0.5127
C -1.5890 -1.3019 3.4620 -0.2 0.1 0.1 -1.0457
O 0.3245 0.8962 -0.2407 0.3 -0.2 0.1 -0.3628
H -2.0228 6.2999 -1.4495 0.0 0.0 0.0 0.4197
C -4.2256 -1.1182 -4.2662 0.0 0.0 0.0 -0.9186
C -1.1745 -5.0901 -1.9107 0.0 0.0 0.0 0.5396
C -0.9201 -4.1601 -3.0668 0.0 -0.2 0.0 -1.1128
H -1.2348 -0.4203 -1.9524 0.0 0.1 -0.1 0.3170
O -3.7507 1.4664 0.2682 0.2 -0.2 0.1 -0.7102
C -3.3430 -0.0941 -4.5669 0.0 0.0 0.0 -0.8593
H -4.5698 -3.9177 -2.5134 0.0 0.0 0.0 0.0471
N 3.0467 6.6538 -1.0791 0.2 0.1 -0.2 0.2141
C 5.6208 -2.9852 1.6506 0.4 -0.2 -0.2 1.2119
O -0.8085 -3.3444 6.3579 0.0 -0.2 0.1 -0.5022
C 6.6973 -3.8351 1.3451 -0.5 0.4 0.2 0.1043
C -0.1486 -3.5291 4.1370 0.0 -0.1 0.1 -0.6639
C 6.7917 -5.1008 1.9214 0.1 -0.1 0.0 -0.7625
C -6.9745 -2.3101 1.6647 0.0 0.1 0.1 -0.7605
H -3.4922 0.4974 -5.4607 0.0 0.0 0.0 0.4124
C -1.5568 -6.8389 0.2636 0.0 0.0 0.0 -0.9449
C 0.0683 4.5131 -0.4762 0.2 -0.2 0.0 -0.8331
H -1.6078 8.0321 0.3541 0.0 0.0 -0.1 0.3197
H 3.7549 -2.7275 2.7359 0.0 0.0 0.0 0.2294
C 5.7863 -5.4784 2.7840 0.1 -0.1 0.0 -0.6089
C 2.2709 5.5138 -0.8680 -0.2 -0.2 0.0 -0.8628
H -0.2240 -4.6073 -3.7739 0.0 0.0 0.0 0.5236
H 2.8439 -0.6808 2.8376 0.0 0.0 0.0 0.5161
C -1.6979 6.9941 0.6448 0.1 0.0 0.1 -0.4213
N 1.7136 -1.2889 -0.1269 -0.1 0.1 0.4 1.5602
H -5.0565 -1.3184 -4.9311 0.0 0.0 0.0 0.4875
C -0.9235 -7.2774 -0.8925 0.0 0.0 0.0 -0.8854
H 2.7524 0.8789 2.0063 0.0 0.0 0.0 0.4160
```
Forces are in eV/Å.